A cluster of 17 separate species, C20H74N12O17 in total at a distorted geometry, computed with ωB97M-V/def2-TZVPD.

The value obtained for the HOMO energy is -8.80 eV. The HOMO-LUMO gap comes out at 8.7 eV. The calculation puts the energy above the lowest of the compared OMol25 structures with the same formula, charge and spin at 28.66 kcal per mole. As for the LUMO energy: -0.1 eV.

The geometry in ORCA input format:
```
! RIJCOSX wB97M-V def2-TZVPD def2/J DEFGRID3
* xyz 0 1
C 3.24757 10.20323 -20.99615
C 1.77718 10.06390 -21.24210
O 1.11680 11.11301 -20.56127
H 3.60459 9.85352 -20.02357
H 3.50260 11.21360 -21.24110
H 3.65465 9.62483 -21.77561
H 1.35610 9.10862 -20.95787
H 1.49834 10.20331 -22.24699
H 0.84079 10.71332 -19.74708
C 2.45333 7.35048 -23.64865
C 3.07833 5.97835 -23.63317
O 3.09252 5.31416 -24.86278
H 2.02881 7.70332 -22.79917
H 1.65612 7.43006 -24.32916
H 3.23049 8.07268 -23.95628
H 2.64094 5.38163 -22.81698
H 4.13110 6.04246 -23.39344
H 3.64960 4.52711 -24.78542
C 7.96590 5.96493 -17.44810
C 6.68854 6.07730 -18.29981
O 6.89397 7.06877 -19.20844
H 7.82945 5.16928 -16.64011
H 8.07181 6.96497 -16.97455
H 8.79159 5.72522 -18.07180
H 5.84857 6.21283 -17.64834
H 6.52932 5.18493 -18.84504
H 6.34401 6.91805 -19.99986
C 2.99171 8.01919 -27.36036
O 3.38634 9.05842 -28.08292
N 3.79141 7.36801 -26.54136
N 1.71751 7.80615 -27.18062
H 4.69193 7.80031 -26.32947
H 3.49042 6.70149 -25.82065
H 0.86486 8.23771 -27.74009
H 1.39388 7.16171 -26.51454
C 6.29787 7.56670 -24.88236
O 6.49433 6.21971 -24.87508
N 6.30152 8.33697 -25.97517
N 5.96437 8.09320 -23.71339
H 6.55190 8.04392 -26.91654
H 6.37564 9.33927 -25.89501
H 5.90251 7.57791 -22.77783
H 5.80071 9.11782 -23.51534
C 6.64107 13.27701 -24.09699
O 5.73995 14.04795 -24.75476
N 7.32415 12.26141 -24.59976
N 6.71948 13.28670 -22.80319
H 7.55103 12.04043 -25.62934
H 7.94909 11.64189 -24.12280
H 6.12025 13.97253 -22.31256
H 7.04865 12.45816 -22.28699
C 5.14950 2.87382 -24.85187
O 4.37377 3.17769 -23.78637
N 6.02614 3.58250 -25.48313
N 4.91958 1.80806 -25.55908
H 6.36404 4.49424 -25.13000
H 6.49094 3.28883 -26.28512
H 4.14992 1.23214 -25.18933
H 5.13654 1.72245 -26.52620
C 8.84477 8.59037 -28.41405
O 7.71301 7.73047 -28.37211
N 8.85851 9.67820 -29.04381
N 9.78120 8.45831 -27.59531
H 8.03906 9.80482 -29.66600
H 9.54311 10.40657 -29.19063
H 9.66234 7.58653 -27.09169
H 10.30177 9.24114 -27.08318
C 8.69508 4.82061 -27.22738
O 9.26551 6.03320 -26.74075
N 8.88801 3.66320 -26.82776
N 7.97472 4.93583 -28.28497
H 9.70381 3.49995 -26.17796
H 8.34377 2.86069 -27.21833
H 7.50095 5.83391 -28.25730
H 7.49400 4.15280 -28.73606
C 5.90418 11.56362 -27.61200
O 7.07584 10.99805 -27.03568
H 5.06061 10.89457 -27.50813
H 6.00722 11.61520 -28.70130
H 5.68555 12.58953 -27.18811
H 7.65107 10.57976 -27.68846
C 4.27224 10.83886 -24.64400
O 5.28626 10.70973 -23.68643
H 4.14618 11.90171 -24.98944
H 3.29424 10.43480 -24.20499
H 4.43160 10.08011 -25.45758
H 5.95754 11.27313 -24.06949
C 9.60206 5.64786 -23.30520
O 10.83781 6.26350 -22.88283
H 9.48912 4.75075 -22.67028
H 9.71468 5.41225 -24.34883
H 8.71216 6.36288 -23.19966
H 11.51231 5.87482 -23.47066
C 5.65322 9.33046 -30.54750
O 6.86302 9.83284 -30.89282
H 5.26728 8.74915 -31.41493
H 4.93801 10.06051 -30.28679
H 5.76060 8.64786 -29.74098
H 6.87758 10.78266 -31.08983
C 9.21493 9.22505 -24.28083
O 9.23818 10.44391 -23.65649
H 8.57223 8.63425 -23.75225
H 10.15431 8.73517 -24.40429
H 8.81305 9.25207 -25.22124
H 9.66601 10.40724 -22.79033
C 4.55532 4.85762 -28.49760
O 5.13429 6.15372 -28.73991
H 4.96519 4.16399 -29.18489
H 3.54661 5.12169 -28.60864
H 4.74041 4.59040 -27.38302
H 4.82616 6.74373 -28.09425
C 6.20222 5.52633 -21.60348
O 5.61449 6.78906 -21.39454
H 5.93622 5.10283 -22.56859
H 5.90599 4.83993 -20.80764
H 7.26887 5.62082 -21.54802
H 4.67150 6.70794 -21.19450
C 6.81211 9.80545 -21.15285
O 7.41980 11.01150 -21.22508
H 5.82228 9.93815 -21.30978
H 6.91857 9.28862 -20.21701
H 7.11435 9.06719 -21.90314
H 8.34557 11.01364 -21.13261
*
```


An isolated molecule of C3H8N2 at a distorted geometry, computed with ωB97M-V/def2-TZVPD.

The value obtained for the HOMO energy is -8.07 eV. The HOMO-LUMO gap comes out at 9.2 eV. The calculation puts the energy above the lowest of the compared OMol25 structures with the same formula, charge and spin at 63.44 kcal per mole. As for the LUMO energy: 1.1 eV.

The geometry in ORCA input format:
```
! RIJCOSX wB97M-V def2-TZVPD def2/J DEFGRID3
* xyz 0 1
C -1.86599 0.63297 -0.06062
C 0.80462 0.32716 0.09580
C 2.33569 0.14416 -0.03188
H -2.94178 0.47761 -0.29957
H -1.47087 1.29723 -0.84316
H -1.90972 1.16381 0.99916
H -1.76561 -1.43530 0.14739
H 0.42238 1.30032 0.22905
H 2.77063 -0.33977 0.85714
H 2.51296 -0.53075 -0.94011
H 2.81395 1.10011 -0.16190
N -1.24049 -0.64101 0.03233
N 0.08650 -0.73884 -0.03344
*
```


A structure of composition C55H42F5N3O2P3STl, computed with ωB97M-V/def2-TZVPD.

The value obtained for the HOMO energy is -1.28 eV. The HOMO-LUMO gap comes out at 5.1 eV. The calculation puts the energy above the lowest of the compared OMol25 structures with the same formula, charge and spin at 27.23 kcal per mole. As for the LUMO energy: 3.9 eV.

The geometry in ORCA input format:
```
! RIJCOSX wB97M-V def2-TZVPD def2/J DEFGRID3
* xyz -2 1
Tl -0.43437 -1.39683 0.38935
N -0.93908 1.04037 3.84769
P -0.73108 1.73534 2.29547
C -1.95554 3.09889 2.55043
C -3.23420 2.85883 2.04822
C -4.25232 3.78345 2.22587
C -3.99939 4.97468 2.89020
C -2.73029 5.22554 3.39510
C -1.71883 4.28886 3.23901
C 0.84108 2.65763 2.54293
C 1.09367 3.83452 1.83594
C 2.31318 4.48155 1.94882
C 3.30438 3.95316 2.76583
C 3.07608 2.76450 3.44277
C 1.85725 2.11176 3.32215
C -1.04258 -0.32299 4.10563
C -1.30717 -0.73752 5.41698
C -1.33791 -2.08785 5.69550
C -1.09988 -2.99409 4.67731
C -0.86412 -2.50222 3.40606
N -0.83557 -1.19911 3.12009
H -1.27242 1.63778 4.58636
H -3.41711 1.93324 1.51449
H -5.24198 3.57344 1.83941
H -4.78630 5.70966 3.01242
H -2.53274 6.15422 3.91836
H -0.73493 4.49250 3.64238
H 0.32292 4.26012 1.20493
H 2.49611 5.39140 1.38896
H 4.25794 4.45974 2.85954
H 3.85709 2.33069 4.05501
H 1.69554 1.15915 3.80955
H -1.49439 -0.00731 6.19539
H -1.54464 -2.43206 6.70215
H -1.10326 -4.06042 4.85533
H -0.67040 -3.16822 2.57103
C 0.37730 2.31065 -2.27594
N 0.62075 0.87787 -2.44640
P -0.67989 -0.20919 -2.72544
C -1.01418 0.10956 -4.54464
C -1.46798 1.29448 -5.12568
C -1.81538 1.34496 -6.46669
C -1.74406 0.20396 -7.25470
C -1.33172 -0.99106 -6.68665
C -0.97153 -1.03156 -5.34689
C -2.32817 0.47191 -2.21128
C -2.76341 1.77447 -1.98381
C -4.11296 2.04063 -1.78638
C -5.04514 1.01631 -1.78373
C -4.62257 -0.28986 -1.98971
C -3.28135 -0.55283 -2.20342
P 1.80052 0.38419 -1.19448
C 3.20448 1.35512 -1.95546
C 3.48089 1.27008 -3.31980
C 4.57184 1.92923 -3.85963
C 5.40640 2.68356 -3.04071
C 5.13310 2.78059 -1.68602
C 4.03653 2.11756 -1.14558
C 2.52026 -1.20984 -1.77892
C 3.74630 -1.46885 -1.15605
C 4.44437 -2.63515 -1.41216
C 3.92878 -3.56790 -2.29910
C 2.72742 -3.31501 -2.93426
C 2.02403 -2.14595 -2.67885
H -0.24470 2.69354 -3.08244
H 1.33239 2.84030 -2.31057
H -0.09011 2.53807 -1.31235
H -1.57298 2.19048 -4.52893
H -2.15870 2.27864 -6.89797
H -2.01452 0.24901 -8.30300
H -1.29931 -1.89407 -7.28472
H -0.66040 -1.96920 -4.89935
H -2.07753 2.60863 -1.95792
H -4.42952 3.06440 -1.62541
H -6.09369 1.23239 -1.61685
H -5.33982 -1.10155 -1.99132
H -2.95195 -1.57357 -2.36730
H 2.83160 0.67276 -3.94893
H 4.78658 1.84555 -4.91910
H 6.27119 3.18453 -3.46060
H 5.78081 3.36903 -1.04571
H 3.82264 2.17954 -0.08354
H 4.13629 -0.75476 -0.44174
H 5.37517 -2.83012 -0.89292
H 4.44177 -4.50576 -2.46552
H 2.30491 -4.05630 -3.60016
H 1.08440 -1.98005 -3.18080
O 1.53161 -5.21065 -0.20830
C 1.38119 -4.32001 0.64119
O 0.30821 -3.68165 0.86312
C 2.58311 -4.05046 1.55894
C 3.37985 -5.16963 1.80541
C 4.51863 -5.12614 2.59158
C 4.88711 -3.90876 3.15475
C 4.11637 -2.78695 2.92762
C 2.94909 -2.80880 2.13207
S 2.15290 -1.26687 1.92756
H 3.07767 -6.09662 1.33365
H 5.11172 -6.01919 2.75799
H 5.78215 -3.83712 3.76642
H 4.40087 -1.83473 3.35913
F -2.72740 -3.67831 -0.77124
C -3.57677 -3.04422 0.07964
C -3.10903 -2.00967 0.86801
C -4.07730 -1.44416 1.66557
F -3.74827 -0.40899 2.50625
C -5.41145 -1.81730 1.68291
F -6.32800 -1.20355 2.47019
C -5.82023 -2.85300 0.86719
F -7.11364 -3.23789 0.84717
C -4.88778 -3.49280 0.07109
F -5.29447 -4.52428 -0.70508
*
```


- Which value of HOMO-LUMO gap does entry 3 give?
  5.1 eV